[1]
{"formula": "C3H7BrS2", "method": "ωB97M-V/def2-TZVPD", "elements": ["C", "C", "C", "S", "S", "Br", "H", "H", "H", "H", "H", "H", "H"], "xyz": [[-1.587, 0.454, 0.172], [-0.105, 0.687, 0.565], [0.642, -0.451, -0.109], [0.692, -0.802, -1.761], [0.542, -1.830, 0.977], [2.983, 0.641, 0.290], [-1.972, 1.552, -0.045], [-2.116, 0.042, 1.083], [-1.554, -0.109, -0.717], [0.185, 1.632, 0.104], [0.213, 0.699, 1.550], [1.158, 0.423, -2.353], [0.917, -2.936, 0.245]], "forces_ev_per_a": [[-0.4634, 3.3830, 2.7607], [-0.1718, -0.0356, -3.4981], [1.8171, 0.3909, 1.9038], [0.6798, 0.9047, -2.0994], [0.0131, -0.4429, -0.3541], [-0.9956, -0.5705, -0.1962], [0.2138, -2.4679, 0.3574], [0.1611, 0.1222, -1.5692], [-0.8885, -0.7772, -0.7850], [0.4057, -0.1996, 0.1128], [0.0209, 0.1187, 2.1219], [-0.7287, -1.4397, 1.2345], [-0.0636, 1.0137, 0.0107]], "largest_force_ha_per_bohr": 0.0854, "charge": 0, "e_tot_ha": -3488.8215, "lumo_ev": -1.127, "de_lowest_kcal_mol": 21.0}

[2]
{"formula": "C3H7CdO3", "method": "ωB97M-V/def2-TZVPD", "elements": ["O", "C", "C", "O", "C", "Cd", "H", "H", "H", "H", "H", "O", "H", "H"], "xyz": [[-0.353, 2.135, 0.675], [-1.037, 1.735, -0.264], [-0.945, 0.323, -0.709], [-0.148, -0.370, 0.226], [-0.153, -1.794, 0.094], [1.071, 0.824, 1.317], [-1.900, 2.321, -0.618], [-1.965, -0.096, -0.750], [0.835, -2.159, 0.388], [-0.912, -2.197, 0.776], [-0.361, -2.082, -0.944], [2.868, 0.898, 0.917], [-0.425, 0.283, -1.738], [3.427, 0.178, 0.629]], "forces_ev_per_a": [[-1.9714, 1.3785, -1.3855], [-0.7750, 0.1602, 1.4576], [0.6063, -0.4008, -1.5033], [-1.6561, -1.2237, -1.3826], [-0.1348, -0.8675, 0.0833], [0.4298, 0.2226, 2.5567], [0.5930, 0.2732, -0.3293], [0.3085, 0.1052, -0.2193], [-0.1751, 0.0855, -0.0946], [0.1461, -0.0164, -0.3076], [0.0830, 0.0722, 0.3022], [3.5628, 0.3580, -0.5108], [-1.0221, 0.0372, 1.1791], [0.0049, -0.1841, 0.1542]], "largest_force_ha_per_bohr": 0.0703, "charge": 1, "e_tot_ha": -511.6167, "lumo_ev": -4.916, "de_lowest_kcal_mol": 0.0}

[3]
{"formula": "C3H7Cl2NSi", "method": "ωB97M-V/def2-TZVPD", "elements": ["C", "C", "C", "N", "Si", "Cl", "Cl", "H", "H", "H", "H", "H", "H", "H"], "xyz": [[1.318, -2.177, -0.178], [1.425, -1.252, -1.132], [-1.207, 1.981, 0.332], [-0.429, 0.763, 0.174], [0.497, 0.349, -1.180], [1.035, 1.818, -2.371], [-2.308, -0.686, -2.945], [1.864, -3.102, -0.235], [0.688, -2.051, 0.686], [2.065, -1.457, -1.981], [-1.321, 2.199, 1.394], [-0.691, 2.812, -0.143], [-2.196, 1.876, -0.121], [-0.818, 0.004, 0.719]], "forces_ev_per_a": [[-0.1131, 0.5799, -0.2245], [-0.1503, 0.3614, -0.1531], [-0.2736, 0.2684, -0.0417], [0.7732, -0.3757, -0.8230], [-1.9845, -1.4992, 0.8273], [0.2179, 0.2981, -0.2318], [1.2973, 0.4726, 0.8023], [0.1194, -0.1800, -0.0556], [-0.1624, 0.0360, 0.2083], [0.0373, 0.0357, -0.1182], [0.0397, 0.0661, -0.0552], [-0.0332, 0.0516, 0.0376], [0.0589, 0.0112, -0.0089], [0.1733, -0.1261, -0.1635]], "largest_force_ha_per_bohr": 0.0510, "charge": 0, "e_tot_ha": -1383.1474, "lumo_ev": -1.131, "de_lowest_kcal_mol": 38.1}

[4]
{"formula": "C3H7Cl3NP", "method": "ωB97M-V/def2-TZVPD", "elements": ["C", "N", "C", "P", "C", "Cl", "Cl", "H", "H", "H", "H", "H", "H", "Cl", "H"], "xyz": [[-0.512, 2.001, -0.076], [0.496, 0.965, -0.189], [-0.061, -0.343, -0.236], [1.857, 1.361, -1.176], [3.052, 0.504, -0.313], [2.826, -0.463, 1.036], [4.652, 0.462, -0.922], [-0.960, 2.496, -1.047], [-1.480, 1.695, 0.359], [-0.130, 2.857, 0.389], [0.650, -1.131, -0.025], [-0.841, -0.499, 0.453], [-0.415, -0.682, -1.239], [2.478, -3.408, 1.088], [1.727, -4.501, 1.386]], "forces_ev_per_a": [[-2.0265, 0.7421, -2.4820], [-0.3483, 0.9065, -0.3281], [0.6229, -1.9111, -1.9585], [0.1964, -0.6556, 1.2348], [-0.6349, 0.7800, -1.2483], [0.0823, 0.0665, 0.9322], [0.4341, 0.1052, -0.2892], [1.1580, -1.2448, 0.7721], [0.9011, -0.3225, 0.4805], [0.5671, 1.1034, 1.2677], [0.4921, 0.0804, 0.3407], [-1.1048, 0.2134, 0.9682], [-0.2371, 0.6328, 0.2827], [-1.2838, -2.0657, 0.4764], [1.1813, 1.5693, -0.4491]], "largest_force_ha_per_bohr": 0.0640, "smiles": "CN(C)P=C(Cl)Cl.Cl", "charge": 0, "e_tot_ha": -1895.1221, "lumo_ev": -0.082, "de_lowest_kcal_mol": 34.4}

[5]
{"formula": "C3H7ClIKNNaO10S", "method": "ωB97M-V/def2-TZVPD", "elements": ["O", "S", "O", "O", "I", "H", "Na", "N", "O", "O", "O", "O", "H", "H", "C", "C", "O", "C", "O", "O", "H", "H", "H", "H", "K", "Cl"], "xyz": [[9.434, -1.973, 2.721], [8.681, -2.034, 3.931], [8.932, -3.474, 4.562], [7.126, -2.308, 3.518], [6.722, -2.550, 1.595], [9.322, -3.336, 5.433], [4.269, -1.849, 0.422], [-0.138, -2.315, -0.186], [-0.622, -3.429, -0.037], [-0.780, -1.403, -0.768], [1.019, -2.059, 0.242], [-2.637, -0.064, 0.738], [-3.317, 0.401, 0.246], [-2.172, -0.611, 0.068], [-2.360, 2.389, -1.993], [-3.181, 3.117, -3.065], [-4.466, 2.464, -2.987], [-4.592, 1.937, -1.758], [-5.526, 1.468, -1.220], [-3.398, 2.005, -1.100], [-1.622, 3.012, -1.496], [-1.865, 1.497, -2.380], [-3.315, 4.176, -2.841], [-2.766, 3.014, -4.062], [-4.610, -0.177, 1.376], [-8.138, 2.103, -0.961]], "forces_ev_per_a": [[0.3282, 0.1316, -0.8745], [-0.0416, 0.5097, 0.8220], [0.0626, -0.4125, 0.0160], [-0.6831, 0.2186, -0.4183], [0.9651, -0.5020, 0.2351], [0.0818, -0.2004, 0.3350], [-1.4967, 0.1803, -0.1713], [0.0271, 0.1125, -0.0546], [-0.0583, -0.0846, 0.0708], [-0.0333, 0.0799, 0.0593], [0.6340, 0.0939, -0.0086], [2.6201, -0.1489, -1.2823], [2.2117, 0.9556, -1.6395], [0.7997, 0.0475, 0.0558], [-0.3600, 0.1309, -0.5700], [0.1175, -0.1427, 0.1208], [0.2647, 0.1298, -0.0557], [0.3180, 0.1434, 0.1831], [0.1671, -0.8517, -0.2086], [0.8779, 0.0849, 0.5445], [-0.1250, 0.1026, 0.1445], [-0.0323, -0.0320, -0.0241], [-0.0321, -0.0037, 0.0725], [-0.1695, -0.1202, -0.1028], [-5.7614, -0.5752, 2.4118], [-0.6823, 0.1527, 0.3392]], "largest_force_ha_per_bohr": 0.1220, "charge": 0, "e_tot_ha": -2843.7340, "lumo_ev": -3.861}

[6]
{"formula": "C3H7ClN", "method": "ωB97M-V/def2-TZVPD", "elements": ["C", "C", "Cl", "C", "N", "H", "H", "H", "H", "H", "H", "H"], "xyz": [[-1.801, -1.346, 0.668], [-0.903, 0.034, 0.546], [-1.097, 1.096, 1.865], [0.135, 0.248, -0.504], [1.373, 0.677, 0.234], [-2.360, -1.434, 1.546], [-1.554, -2.145, -0.029], [0.453, -0.637, -1.005], [-0.150, 0.801, -1.479], [0.932, 0.965, 1.075], [1.828, 1.446, -0.277], [2.188, 0.134, 0.186]], "forces_ev_per_a": [[6.2506, 6.7526, -2.0272], [-5.2907, -8.0778, 0.4155], [0.2470, 0.6795, -0.1787], [-0.3129, -0.4579, -1.9394], [-0.3964, 2.7568, -3.3914], [-1.0195, -0.1069, 0.9473], [-0.4063, 0.2853, 0.1146], [-0.4005, -1.4096, 0.1478], [0.5189, 0.4846, 2.1433], [0.8663, 0.6885, 2.1811], [-0.8751, 0.9502, 0.5093], [0.8186, -2.5452, 1.0779]], "largest_force_ha_per_bohr": 0.1880, "smiles": "C=C(Cl)C[NH3+]", "charge": 1, "e_tot_ha": -633.0666, "lumo_ev": [-4.320, -4.313], "de_lowest_kcal_mol": 70.7}

[7]
{"formula": "C3H7ClN2S", "method": "ωB97M-V/def2-TZVPD", "elements": ["H", "N", "C", "N", "S", "H", "H", "H", "C", "C", "Cl", "H", "H", "H"], "xyz": [[-0.739, -0.133, -2.753], [-0.441, -1.105, -2.634], [-1.093, -1.668, -1.707], [-2.078, -1.145, -0.872], [-2.736, 0.402, -1.047], [-0.890, -2.718, -1.475], [-2.537, -1.767, -0.232], [-1.914, 1.085, -0.212], [0.777, 0.323, 1.282], [1.837, 1.114, 1.323], [3.284, 0.716, 2.191], [0.749, -0.633, 1.795], [-0.101, 0.630, 0.718], [1.895, 2.075, 0.822]], "forces_ev_per_a": [[0.0380, -0.0629, 0.0209], [-0.3047, 0.0218, 0.2997], [0.1832, -0.0847, -0.1542], [0.0311, 0.2916, -0.1306], [0.1986, -0.0937, 0.0969], [-0.0380, 0.1313, -0.0121], [0.0092, -0.0517, 0.0310], [-0.1654, -0.1148, -0.1606], [0.1073, 0.0877, 0.0199], [-0.2112, -0.0574, -0.0498], [-0.0931, 0.0018, -0.0435], [0.0268, 0.1450, -0.0791], [0.2312, -0.0639, 0.0992], [-0.0130, -0.1502, 0.0622]], "largest_force_ha_per_bohr": 0.0083, "smiles": "[H]/N=C\\NS.C=CCl", "charge": 0, "e_tot_ha": -1086.3438, "lumo_ev": 0.570, "de_lowest_kcal_mol": 28.1}

[8]
{"formula": "C3H7ClN2S", "method": "ωB97M-V/def2-TZVPD", "elements": ["N", "N", "C", "C", "Cl", "C", "S", "H", "H", "H", "H", "H", "H", "H"], "xyz": [[1.812, -1.200, -0.440], [2.152, -0.022, 0.120], [1.155, 0.748, 0.304], [-0.239, 0.602, -0.178], [-0.863, 2.312, -0.290], [-1.139, -0.182, 0.809], [-2.462, -0.994, -0.205], [0.958, -1.153, -0.991], [2.566, -1.606, -1.007], [1.363, 1.738, 0.764], [-0.170, 0.205, -1.169], [-0.592, -0.996, 1.315], [-1.475, 0.454, 1.616], [-3.066, 0.095, -0.647]], "forces_ev_per_a": [[0.3754, -1.6129, -1.2553], [-0.7196, 0.5337, 0.2746], [1.4204, 2.2687, 1.0499], [0.1439, 0.7283, 1.6499], [-0.1867, -0.5651, -0.3707], [0.1280, -0.6908, -1.3691], [0.3364, -0.4554, 0.9920], [0.1240, -0.3792, -0.0166], [-0.3741, 0.3833, 0.6038], [0.1166, -0.9126, -0.1083], [-0.7782, -0.2774, -0.6832], [-0.0679, 0.1458, -0.5861], [-0.4144, 0.2803, -0.1070], [-0.1038, 0.5533, -0.0739]], "largest_force_ha_per_bohr": 0.0559, "smiles": "N/N=C\\[C@H](Cl)CS", "charge": 0, "e_tot_ha": -1086.3442, "lumo_ev": 0.755, "de_lowest_kcal_mol": 27.8}